Record 1
# C4H9NO

The molecule C4H9NO (ωB97M-V/def2-TZVPD, the Open Molecules 2025 dataset).

Each line ends with the Mulliken charge.
Atoms and positions in Å:
1 C -2.49 -0.46 0.25  -1.087
2 C -1.30 -0.06 -0.59  -0.193
3 O -0.64 1.05 0.05  -0.318
4 C 0.69 0.95 0.14  0.079
5 N 1.38 0.10 -0.50  -0.415
6 C 2.69 -0.16 0.05  -0.735
7 H -2.17 -0.87 1.22  0.286
8 H -3.15 0.40 0.45  0.291
9 H -3.05 -1.23 -0.28  0.350
10 H -0.58 -0.88 -0.68  0.319
11 H -1.58 0.27 -1.59  0.262
12 H 1.09 1.67 0.86  0.368
13 H 2.73 -1.23 0.26  0.257
14 H 2.85 0.37 1.00  0.311
15 H 3.51 0.07 -0.64  0.225

Calculated values
calculated total energy	-287.77288	Eh
largest force on an atom	0.58	eV/Å
energy relative to the best compared isomer or geometry (same formula, charge and spin)	37.4	kcal per mole
E_HOMO	-9.428	eV
orbital gap	0.3880	Eh



Record 2
# C26H21ClF9MnN3O3S

C26H21ClF9MnN3O3S as an isolated structure in a non-equilibrium geometry (ωB97M-V/def2-TZVPD, the Open Molecules 2025 dataset).

Each line ends with the Löwdin spin population.
Atoms and positions in Å:
1 Mn 0.94 0.59 0.15  3.881
2 Cl 0.25 2.99 7.00  -0.003
3 C 0.44 2.17 5.46  0.003
4 C 0.84 0.84 5.47  0.049
5 C 1.03 0.21 4.26  0.010
6 C 0.84 0.85 3.02  0.040
7 O 1.09 0.21 1.94  0.059
8 C 0.38 2.23 3.04  0.009
9 C 0.08 2.96 1.88  0.164
10 N 0.23 2.53 0.64  0.039
11 C -0.13 3.24 -0.47  0.092
12 C -0.61 4.56 -0.51  0.096
13 C -0.93 5.15 -1.71  0.030
14 C -0.81 4.48 -2.91  0.119
15 C -0.35 3.15 -2.93  0.000
16 C -0.23 2.39 -4.11  0.131
17 C 0.22 1.08 -4.02  0.046
18 C 0.57 0.56 -2.79  0.104
19 N 0.48 1.26 -1.65  0.054
20 C 0.00 2.53 -1.70  -0.012
21 C 0.20 2.85 4.30  0.044
22 H 1.01 0.32 6.40  0.003
23 H 1.34 -0.83 4.23  -0.001
24 H -0.33 3.96 2.05  0.015
25 H -0.73 5.12 0.41  0.011
26 H -1.30 6.17 -1.71  -0.001
27 H -1.08 4.96 -3.84  0.007
28 H -0.50 2.82 -5.07  0.007
29 H 0.30 0.47 -4.91  0.000
30 H 0.95 -0.45 -2.70  0.008
31 H -0.13 3.88 4.32  0.002
32 O 1.13 -1.45 -0.43  0.019
33 C 2.02 -2.31 -0.24  0.038
34 C 3.27 -2.40 -1.08  0.006
35 C 3.13 -3.64 -1.99  0.002
36 C 1.66 -4.01 -2.29  0.001
37 C 1.02 -4.92 -1.23  0.000
38 C 0.68 -4.22 0.09  0.002
39 N 1.78 -3.43 0.60  0.011
40 H 4.15 -2.49 -0.44  0.002
41 H 3.37 -1.47 -1.64  0.003
42 H 3.61 -4.50 -1.52  0.000
43 H 3.65 -3.46 -2.93  0.000
44 H 1.62 -4.53 -3.25  0.000
45 H 1.07 -3.10 -2.38  0.000
46 H 1.70 -5.76 -1.03  0.000
47 H 0.09 -5.34 -1.65  0.000
48 H 0.39 -4.96 0.85  0.000
49 H -0.15 -3.53 -0.05  0.000
50 H 2.62 -3.99 0.70  0.001
51 F -4.82 0.10 -0.63  0.000
52 C -3.51 0.46 -0.68  0.000
53 F -3.51 1.79 -0.62  0.000
54 F -3.10 0.14 -1.92  0.000
55 C -2.58 -0.19 0.42  0.003
56 O -1.35 0.14 0.29  0.018
57 C -2.83 -1.75 0.31  0.000
58 F -2.21 -2.43 1.28  0.000
59 F -2.37 -2.24 -0.84  0.000
60 F -4.13 -2.15 0.38  0.000
61 C -3.22 0.24 1.80  0.001
62 F -4.53 -0.11 1.94  0.000
63 F -3.18 1.56 1.99  0.001
64 F -2.60 -0.32 2.84  0.000
65 S 3.07 1.04 -0.18  -0.117

Calculated values
calculated total energy	-4301.67062	Eh
largest force on an atom	3.21	eV/Å
energy relative to the best compared isomer or geometry (same formula, charge and spin)	22.6	kcal per mole
E_HOMO (spin up / spin down)	0.702 / -0.834	eV
2S+1	6
total charge	-2
orbital gap (spin up / spin down)	0.1315 / 0.1877	Eh



Record 3
# C7H15N2

A 2-piece molecular cluster, C7H15N2 overall in a non-equilibrium geometry (ωB97M-V/def2-TZVPD, the Open Molecules 2025 dataset).

Each line ends with the Mulliken charge.
Atoms and positions in Å:
1 C 3.00 0.30 -0.06  0.534
2 C -1.79 0.87 -1.35  -1.094
3 C 0.97 -1.12 -0.10  0.505
4 C 4.02 1.22 0.33  -0.914
5 C 1.07 -2.45 -0.11  -0.927
6 C -2.64 -0.94 0.11  -1.412
7 C -1.52 0.84 1.01  -0.834
8 N 1.99 -0.30 -0.09  0.067
9 N -1.54 -0.01 -0.16  -0.191
10 H -0.86 1.38 -1.65  0.311
11 H -2.59 1.59 -1.16  0.447
12 H 0.04 -0.44 -0.29  0.318
13 H 4.99 0.99 -0.16  0.334
14 H 4.19 1.10 1.43  0.299
15 H 3.62 2.30 0.10  0.307
16 H 0.20 -3.07 -0.20  0.317
17 H 2.10 -2.84 -0.10  0.290
18 H -2.16 0.38 -2.20  0.394
19 H -2.55 -1.66 -0.61  0.423
20 H -2.56 -1.31 1.07  0.500
21 H -3.58 -0.35 0.18  0.421
22 H -2.18 0.59 1.86  0.378
23 H -0.47 0.97 1.31  0.224
24 H -1.75 1.96 0.84  0.303

Calculated values
calculated total energy	-384.83638	Eh
largest force on an atom	6.55	eV/Å
energy relative to the best compared isomer or geometry (same formula, charge and spin)	100.6	kcal per mole
E_HOMO	-12.269	eV
total charge	+1
orbital gap	0.2884	Eh



Record 4
# C4H8ErO3

C4H8ErO3 as an isolated structure in a non-equilibrium geometry (ωB97M-V/def2-TZVPD, the Open Molecules 2025 dataset).

Each line ends with the Löwdin spin population.
Atoms and positions in Å:
1 C 0.05 -1.64 0.29  -0.003
2 H -0.57 -1.85 1.18  0.000
3 H 0.97 -2.23 0.30  -0.001
4 H -0.18 -2.09 -0.69  0.000
5 O 1.83 -0.37 1.23  0.154
6 C 2.92 0.07 0.37  0.224
7 H 3.74 0.48 0.99  0.017
8 H 3.26 -0.73 -0.32  0.019
9 O -0.94 2.50 -0.39  0.000
10 C -1.95 1.82 -0.46  -0.002
11 C -1.89 0.33 -0.43  -0.001
12 O -0.56 -0.07 -0.39  -0.006
13 Er 1.13 1.53 -0.27  2.600
14 H -2.95 2.30 -0.47  0.000
15 H -2.38 -0.04 -1.35  0.000
16 H -2.49 -0.02 0.43  0.000

Calculated values
calculated total energy	-1397.50561	Eh
largest force on an atom	4.07	eV/Å
energy relative to the best compared isomer or geometry (same formula, charge and spin)	73.4	kcal per mole
E_HOMO (spin up / spin down)	-10.780 / -10.411	eV
2S+1	4
total charge	+1
orbital gap (spin up / spin down)	0.2243 / 0.2157	Eh



Record 5
# C12H42N12O9

A 9-piece molecular cluster, C12H42N12O9 overall in a non-equilibrium geometry (ωB97M-V/def2-TZVPD, the Open Molecules 2025 dataset).

Each line ends with the Mulliken charge.
Atoms and positions in Å:
1 N -2.84 2.65 -1.23  -0.235
2 C -3.73 2.23 -0.35  0.404
3 N -4.80 1.82 -0.95  -0.488
4 O -3.59 2.38 0.99  -0.746
5 H -1.99 3.21 -0.94  0.183
6 H -2.79 2.32 -2.20  0.169
7 H -5.65 1.72 -0.40  0.311
8 H -4.80 1.61 -1.96  0.174
9 N 0.40 -0.20 1.11  -0.274
10 C -0.48 0.78 1.19  0.521
11 N -1.58 0.42 0.60  -0.006
12 O -0.11 2.12 1.48  -0.867
13 H 1.33 -0.10 1.55  0.144
14 H 0.06 -1.17 0.99  0.320
15 H -2.23 1.22 0.60  -0.317
16 H -1.92 -0.61 0.31  0.409
17 N -0.72 3.90 -0.42  -0.216
18 C 0.04 4.08 -1.50  0.235
19 N 0.55 2.98 -2.08  -0.316
20 O 0.28 5.34 -2.07  -0.741
21 H -1.16 4.77 -0.10  0.299
22 H -0.51 3.24 0.34  0.321
23 H 0.89 3.11 -3.07  0.268
24 H 0.18 2.01 -2.00  0.212
25 N -0.78 0.50 -2.07  0.146
26 C 0.18 -0.25 -2.46  0.258
27 N 0.94 -0.74 -1.53  0.106
28 O 0.47 -0.43 -3.80  -0.813
29 H -1.33 0.96 -2.79  0.178
30 H -1.04 0.61 -1.08  -0.084
31 H 1.82 -1.16 -1.79  0.163
32 H 0.74 -0.38 -0.55  0.169
33 N -2.03 -1.98 -0.47  -0.392
34 C -1.41 -2.88 0.22  0.780
35 N -0.18 -2.79 0.09  -0.303
36 O -2.03 -3.68 1.17  -0.767
37 H -3.04 -1.78 -0.35  0.350
38 H -1.60 -1.57 -1.29  0.245
39 H 0.35 -3.39 0.72  0.052
40 H 0.19 -2.21 -0.70  0.385
41 N 2.35 2.60 0.07  -0.061
42 C 3.56 3.10 0.03  0.382
43 N 4.12 2.92 -1.11  -0.256
44 O 4.16 3.69 1.17  -0.741
45 H 1.78 2.63 0.92  0.212
46 H 1.75 2.60 -0.77  -0.016
47 H 5.13 3.13 -1.16  0.289
48 H 3.74 2.38 -1.86  0.190
49 C 5.63 -0.41 0.68  -1.446
50 C 4.32 -0.01 1.31  -0.116
51 O 3.29 0.06 0.44  -0.378
52 H 6.53 -0.07 1.17  0.391
53 H 5.69 -0.11 -0.34  0.336
54 H 5.77 -1.45 0.66  0.367
55 H 4.48 0.97 1.79  0.426
56 H 4.06 -0.63 2.20  0.307
57 H 2.89 0.99 0.37  0.195
58 C -5.14 -2.56 1.33  -1.125
59 C -5.58 -1.46 0.45  -0.342
60 O -4.46 -0.95 -0.13  -0.621
61 H -4.78 -3.38 0.71  0.277
62 H -6.04 -2.93 1.90  0.420
63 H -4.41 -2.16 2.07  0.242
64 H -6.03 -0.65 0.98  0.393
65 H -6.27 -1.75 -0.35  0.262
66 H -4.56 -0.04 -0.29  0.304
67 C 2.77 -2.98 1.83  -0.540
68 C 2.55 -4.42 1.53  -0.612
69 O 1.15 -4.70 1.62  -0.565
70 H 2.40 -2.57 2.77  0.354
71 H 2.36 -2.41 0.94  -0.047
72 H 3.83 -2.85 1.72  0.301
73 H 3.09 -5.10 2.12  0.463
74 H 2.78 -4.53 0.45  0.250
75 H 1.01 -5.62 1.60  0.267

Calculated values
calculated total energy	-1816.56920	Eh
largest force on an atom	11.01	eV/Å
energy relative to the best compared isomer or geometry (same formula, charge and spin)	210.6	kcal per mole
E_HOMO	-9.161	eV
orbital gap	0.3245	Eh



> Which formula does entry 3 have?

C7H15N2



> Among the records above, which one has the lowest calculated total energy?

C26H21ClF9MnN3O3S



> What is the calculated total energy in the third record?

-384.83638 Eh